Record 1
DFT (ωB97M-V with the def2-TZVPD basis set) results for a molecular structure, C46H44BrN2OP2S2SiTi.

Each line ends with the Löwdin charge.
Geometry (Å):
Ti 0.588 -0.301 -0.095  0.5812
S -1.368 -1.001 -2.028  0.4210
P -1.175 0.915 -2.499  0.4559
C -0.404 1.596 -1.071  -0.4733
P -0.933 3.102 -0.316  0.4368
S -2.137 2.768 1.203  0.3493
C 0.547 4.050 0.165  -0.3287
C 1.705 4.035 -0.606  -0.1039
C 2.754 4.893 -0.315  -0.0773
C 2.661 5.759 0.765  -0.0812
C 1.520 5.759 1.556  -0.0771
C 0.465 4.909 1.256  -0.0983
C -1.695 4.251 -1.519  -0.3290
C -2.994 4.701 -1.316  -0.1039
C -3.570 5.595 -2.207  -0.0786
C -2.858 6.037 -3.311  -0.0865
C -1.563 5.585 -3.524  -0.0781
C -0.981 4.703 -2.627  -0.0873
C -0.173 1.196 -3.979  -0.3817
C 0.944 2.018 -3.972  -0.1290
C 1.682 2.205 -5.132  -0.0686
C 1.306 1.559 -6.300  -0.0763
C 0.197 0.722 -6.308  -0.0698
C -0.540 0.538 -5.150  -0.0923
C -2.796 1.608 -2.932  -0.3307
C -3.873 1.289 -2.108  -0.0891
C -5.132 1.797 -2.382  -0.0677
C -5.325 2.615 -3.488  -0.0799
C -4.255 2.933 -4.311  -0.0796
C -2.991 2.438 -4.033  -0.0846
H 1.803 3.326 -1.420  0.0865
H 3.651 4.873 -0.922  0.1085
H 3.480 6.430 0.994  0.1038
H 1.448 6.427 2.405  0.1058
H -0.432 4.903 1.864  0.0795
H -3.545 4.344 -0.455  0.0611
H -4.583 5.940 -2.039  0.1073
H -3.310 6.734 -4.006  0.1039
H -1.000 5.926 -4.384  0.1062
H 0.033 4.374 -2.801  0.0880
H 1.257 2.481 -3.046  0.0632
H 2.558 2.839 -5.118  0.1064
H 1.884 1.697 -7.205  0.1035
H -0.088 0.206 -7.215  0.1054
H -1.397 -0.126 -5.149  0.1122
H -3.721 0.634 -1.260  0.0710
H -5.965 1.546 -1.737  0.1044
H -6.311 3.005 -3.708  0.1039
H -4.401 3.576 -5.170  0.1079
H -2.159 2.701 -4.674  0.1056
C 4.435 -1.469 -0.197  -0.2554
Si 3.247 -2.030 1.129  0.4238
C 3.921 -1.155 2.667  -0.1635
C 3.472 -3.893 1.155  -0.1628
N 1.491 -1.707 1.016  -0.1733
C 0.770 -2.197 2.114  -0.2791
C 1.286 -2.860 3.242  -0.0611
C 0.474 -3.279 4.285  -0.0835
C -0.891 -3.056 4.258  -0.0865
C -1.445 -2.422 3.156  -0.0048
C -0.618 -2.022 2.125  -0.1973
O -1.111 -1.399 0.974  -0.1454
C -2.471 -1.656 0.717  -0.3608
C -3.403 -0.688 1.014  -0.0410
C -4.742 -0.960 0.761  -0.0738
C -5.120 -2.185 0.232  -0.0785
C -4.158 -3.150 -0.044  -0.0613
C -2.820 -2.891 0.205  -0.0404
H 5.423 -1.634 0.249  0.0408
H 4.368 -2.062 -1.106  0.0036
H 4.357 -0.420 -0.472  -0.0144
H 4.615 -1.806 3.209  0.0371
H 3.159 -0.819 3.369  0.0274
H 4.486 -0.278 2.347  0.0199
H 4.507 -4.145 1.399  0.0375
H 3.276 -4.262 0.144  0.0374
H 2.817 -4.435 1.836  0.0202
H 2.340 -3.068 3.319  0.0719
H 0.927 -3.786 5.127  0.1042
H -1.525 -3.374 5.074  0.1013
H -2.509 -2.247 3.097  0.1199
H -3.076 0.265 1.407  0.0519
H -5.488 -0.207 0.979  0.1095
H -6.164 -2.392 0.033  0.1020
H -4.450 -4.105 -0.460  0.1073
H -2.049 -3.620 -0.008  0.1353
C 1.646 3.193 4.414  -0.0374
C 1.755 2.425 3.128  -0.2454
C 2.879 2.511 2.305  -0.0191
C 2.957 1.815 1.107  -0.0713
C 1.867 1.039 0.760  -0.3065
Br 2.021 -0.669 -2.055  0.3118
N 0.821 0.962 1.551  -0.0393
C 0.715 1.609 2.705  -0.0809
H 2.581 3.702 4.645  0.0783
H 1.401 2.536 5.248  0.0835
H 0.861 3.949 4.345  0.0798
H 3.706 3.139 2.618  0.1219
H 3.827 1.892 0.469  0.1126
H -0.204 1.493 3.266  0.1185

For the HOMO energy (spin up / spin down), the calculation gives -7.5830 / -7.5824 eV. Its molar mass is 922.810 u. As for the net charge: 0. Its energy above the lowest of the compared OMol25 structures with the same formula, charge and spin is 143.2 kJ/mol. The expectation value of S² is 0.7564. Its spin multiplicity is 2. For the LUMO energy (spin up / spin down), the calculation gives -0.0038 / -1.4106 eV. The calculation puts the HOMO-LUMO gap (spin up / spin down) at 7.58 / 6.17 eV.

Record 2
DFT (ωB97M-V with the def2-TZVPD basis set) results for a molecular structure, C46H45BEuF4N4O6S3 in a non-equilibrium geometry.

Each line ends with the Löwdin charge.
Geometry (Å):
Eu -0.256 0.336 -0.082  1.6624
C 5.604 -0.905 -0.910  -0.0472
C 4.369 -1.148 -0.100  -0.2660
C 3.974 -2.439 0.234  -0.0453
C 2.876 -2.659 1.054  -0.0608
C 2.164 -1.574 1.531  -0.3729
C 2.511 -0.274 1.166  -0.1198
C 3.617 -0.067 0.358  -0.0159
S 0.770 -1.748 2.667  1.1076
O -0.251 -0.886 1.994  -0.6334
C 1.485 -0.594 3.894  -0.2848
C 2.879 -0.566 4.075  -0.0632
C 3.444 0.298 4.964  -0.0068
C 2.638 1.170 5.723  -0.1515
C 3.216 2.060 6.651  -0.0324
C 2.428 2.858 7.430  -0.0791
C 1.033 2.789 7.313  -0.0709
C 0.445 1.939 6.418  -0.0028
C 1.226 1.108 5.588  -0.0853
C 0.653 0.186 4.661  -0.1438
C -0.806 -0.058 4.773  -0.1411
C -1.182 -1.079 5.705  -0.0840
C -0.238 -1.954 6.286  -0.0016
C -0.628 -2.935 7.155  -0.0661
C -1.977 -3.084 7.507  -0.0768
C -2.915 -2.246 6.972  -0.0327
C -2.546 -1.234 6.063  -0.1519
C -3.510 -0.367 5.503  -0.0090
C -3.140 0.561 4.579  -0.0804
C -1.794 0.690 4.185  -0.3048
S -1.567 1.941 2.875  1.0833
O -0.338 1.618 2.104  -0.5800
C -2.895 1.244 1.815  -0.3860
C -3.780 2.100 1.179  -0.0891
C -4.596 1.617 0.167  -0.0380
C -4.541 0.287 -0.233  -0.2690
C -5.322 -0.214 -1.408  -0.0386
C -3.728 -0.585 0.488  -0.0265
C -2.917 -0.116 1.511  -0.0989
H 5.838 -1.760 -1.539  0.0704
H 6.451 -0.750 -0.243  0.0867
H 5.497 -0.011 -1.521  0.0790
H 4.546 -3.280 -0.132  0.1132
H 2.576 -3.657 1.335  0.1140
H 1.968 0.577 1.588  0.1090
H 3.910 0.941 0.097  0.1229
H 3.500 -1.253 3.520  0.1134
H 4.513 0.311 5.114  0.1156
H 4.292 2.092 6.739  0.1116
H 2.871 3.531 8.148  0.1017
H 0.421 3.406 7.951  0.1022
H -0.631 1.884 6.354  0.1150
H 0.804 -1.856 6.030  0.1143
H 0.107 -3.602 7.579  0.1042
H -2.265 -3.860 8.201  0.1024
H -3.960 -2.348 7.228  0.1109
H -4.541 -0.459 5.811  0.1154
H -3.875 1.218 4.138  0.1117
H -3.815 3.140 1.460  0.1141
H -5.280 2.284 -0.335  0.1114
H -6.053 0.519 -1.738  0.0740
H -5.839 -1.140 -1.169  0.0806
H -4.640 -0.414 -2.236  0.0793
H -3.759 -1.646 0.280  0.1129
H -2.352 -0.820 2.108  0.1031
O -1.336 -1.487 -2.533  -0.0928
C -1.454 -2.294 -1.608  -0.5235
C -2.159 -3.639 -1.708  -0.0858
C -1.880 -4.262 -0.351  -0.0859
C -0.969 -3.240 0.326  -0.4794
O -0.344 -3.466 1.346  -0.0438
N -0.917 -2.085 -0.398  0.0576
H -1.760 -4.222 -2.538  0.1144
H -3.220 -3.472 -1.903  0.1125
H -1.373 -5.223 -0.403  0.1147
H -2.774 -4.391 0.261  0.1177
F 1.229 2.079 -0.217  -0.0130
B 1.635 2.599 -1.512  -1.3099
F 1.259 3.888 -1.664  0.1883
F 2.959 2.398 -1.677  0.1851
F 0.891 1.800 -2.429  0.0583
C -1.528 3.443 -4.884  -0.0239
N -1.801 2.842 -3.603  -0.0845
C -1.737 3.589 -2.370  -0.0219
C -1.655 2.462 -1.361  -0.5014
O -1.489 2.551 -0.152  -0.0479
N -1.736 1.272 -1.998  0.0989
C -1.753 1.533 -3.317  -0.3997
N -1.787 0.576 -4.235  0.2270
H -1.702 4.512 -4.798  0.0942
H -2.186 3.045 -5.656  0.0868
H -0.487 3.279 -5.176  0.0987
H -2.621 4.215 -2.227  0.1406
H -0.839 4.206 -2.292  0.1324
H -1.661 -0.366 -3.873  0.0625
H -1.577 0.792 -5.194  0.1075
O 1.357 -0.595 -1.401  -0.6349
S 1.324 -0.839 -2.879  1.0140
C 1.969 -2.549 -3.059  -0.2816
C 2.858 -2.522 -4.285  -0.2365
C 3.750 -1.289 -4.136  -0.2192
C 2.900 -0.159 -3.563  -0.2702
H 1.134 -3.237 -3.150  0.0862
H 2.520 -2.741 -2.139  0.0872
H 2.245 -2.438 -5.185  0.1116
H 3.451 -3.433 -4.370  0.1134
H 4.173 -1.005 -5.100  0.1105
H 4.574 -1.516 -3.462  0.0885
H 2.607 0.558 -4.326  0.0893
H 3.384 0.376 -2.754  0.0717

For the HOMO energy (spin up / spin down), the calculation gives -5.0886 / -8.0540 eV. Its molar mass is 1084.857 u. As for the net charge: 0. The expectation value of S² is 15.7587. Its spin multiplicity is 8. For the LUMO energy (spin up / spin down), the calculation gives 0.3557 / 0.3551 eV. The calculation puts the HOMO-LUMO gap (spin up / spin down) at 5.44 / 8.41 eV.